Molecular formula: C59H33F15Ge2LiN3OS
Method: DFT, ωB97M-V with the def2-TZVPD basis set

**Net charge**: -2
**Kohn-Sham gap**: 5.3 eV
**Energy relative to the best compared isomer or geometry (same formula, charge and spin)**: 0.0 kcal/mol
**Maximum force**: 0.020 hartree/bohr
**Highest occupied orbital energy**: -1.612 eV

Atoms and positions in Å:
Ge1 1.000 -3.548 0.708
Ge2 0.733 2.449 -0.856
S1 1.111 -1.726 1.707
F1 -2.458 -5.249 -3.091
F2 0.797 -2.103 -4.354
F3 5.643 -4.971 -1.795
F4 -1.543 -5.224 -0.581
F5 -1.561 -8.194 3.865
F6 2.946 -4.307 2.849
F7 3.013 -4.492 -1.861
F8 1.744 -2.077 -1.817
F9 6.948 -5.141 0.574
F10 5.582 -4.846 2.900
F11 0.449 -8.735 2.125
F12 -1.277 -3.725 -4.995
F13 -1.410 -3.677 2.646
F14 1.527 -6.789 0.661
F15 -2.503 -5.667 4.109
O1 -0.308 2.042 1.799
N1 2.075 2.601 2.346
N2 1.178 3.482 2.817
N3 3.473 0.804 1.078
C1 -4.400 -0.212 2.856
C2 -1.427 -4.462 -2.768
C3 -3.156 4.237 -1.586
C4 -5.052 0.357 1.770
C5 4.151 -0.210 0.563
C6 -3.173 -0.830 2.663
C7 -0.926 -4.441 -1.478
C8 -4.462 0.342 0.516
C9 2.683 4.550 -4.052
C10 -3.210 -0.247 0.320
C11 0.706 -2.870 -2.116
C12 6.233 0.711 1.243
C13 -3.560 -0.647 -4.630
C14 -0.909 -4.907 2.525
C15 -1.489 -5.914 3.274
C16 -3.030 5.481 -0.981
C17 -0.053 3.045 2.512
C18 -0.782 4.912 -0.352
C19 -1.029 4.734 4.107
C20 -2.587 -0.854 1.406
C21 2.037 4.184 -2.880
C22 0.143 -5.132 1.651
C23 4.972 -4.776 -0.653
C24 2.759 3.655 -5.113
C25 4.138 1.795 1.697
C26 5.533 -0.317 0.628
C27 -5.065 -1.900 -3.258
C28 -1.018 -7.207 3.148
C29 -2.113 5.450 4.592
C30 -2.433 3.743 2.425
C31 -1.286 0.198 -1.134
C32 -3.357 5.319 3.986
C33 3.616 -4.493 -0.662
C34 -4.639 -1.517 -4.522
C35 -1.836 5.816 -0.358
C36 5.536 1.782 1.772
C37 -3.319 -0.574 -2.216
C38 -4.419 -1.438 -2.123
C39 0.233 -2.862 -3.412
C40 -2.093 3.343 -1.578
C41 -1.183 3.874 3.022
C42 0.171 -3.677 -1.124
C43 2.162 2.408 -4.988
C44 -0.062 0.584 -1.238
C45 -0.877 3.664 -0.971
C46 3.323 2.874 2.266
C47 1.511 2.059 -3.809
C48 -0.832 -3.682 -3.740
C49 0.568 -6.443 1.535
C50 -2.913 -0.183 -3.500
C51 -2.562 -0.177 -1.020
C52 1.435 2.932 -2.722
C53 0.011 -7.477 2.268
C54 3.939 4.187 2.660
C55 3.593 -4.420 1.681
C56 2.889 -4.277 0.494
C57 4.943 -4.710 1.734
C58 5.640 -4.872 0.551
C59 -3.512 4.469 2.900
Li1 1.228 1.011 1.427
H1 -6.017 0.833 1.908
H2 -5.901 -2.583 -3.155
H3 -2.211 2.371 -2.048
H4 3.136 5.533 -4.140
H5 3.277 3.925 -6.027
H6 1.994 4.896 -2.059
H7 -5.136 -1.895 -5.407
H8 -3.218 -0.336 -5.611
H9 -4.088 3.965 -2.073
H10 0.139 5.174 0.165
H11 -4.206 5.878 4.364
H12 6.061 2.595 2.257
H13 -1.733 6.778 0.134
H14 7.315 0.677 1.306
H15 -2.534 3.068 1.583
H16 -4.969 0.808 -0.322
H17 -1.993 6.108 5.445
H18 -3.858 6.183 -0.993
H19 -1.636 -1.348 1.261
H20 -4.743 -1.773 -1.146
H21 2.202 1.703 -5.812
H22 -2.062 0.484 -3.589
H23 -4.840 -0.164 3.845
H24 4.426 4.659 1.803
H25 -2.660 -1.296 3.496
H26 4.686 4.047 3.446
H27 6.043 -1.182 0.224
H28 3.152 4.841 3.031
H29 3.558 -0.971 0.065
H30 1.042 1.081 -3.738
H31 -4.480 4.364 2.424
H32 0.752 -0.140 -1.233
H33 -0.047 4.823 4.553

Löwdin population analysis, charges in e, atoms 1 to 4: number 1, Ge, carries 0.57; number 2, Ge, carries 0.99; number 3, S, carries 0.22; number 4, F, carries 0.11

=====

Molecular formula: C59H44O23
Method: DFT, ωB97M-V with the def2-TZVPD basis set

**SMILES**: CC(=O)OC(=O)CC1=C(C[C@@H](C)O)C(=O)OC1=O.O=C1C=CC(=O)C=C1.O=C1C=CC(=O)C=C1.O=C1C=CC(=O)C=C1.O=C1C=CC(=O)C=C1.O=C1C=CC(=O)C=C1.O=C1C=CC(=O)C=C1.O=C1C=CC(=O)C=C1.O=C1C=CC(=O)C=C1
**Net charge**: 0
**Kohn-Sham gap**: 7.9 eV
**Maximum force**: 0.049 hartree/bohr
**Highest occupied orbital energy**: -9.724 eV

Atoms and positions in Å:
O1 -5.778 4.883 7.974
O2 7.462 4.287 8.692
O3 2.776 -0.436 -0.066
O4 1.990 0.039 -7.074
O5 -1.298 -1.097 0.192
O6 -0.266 4.711 6.030
O7 -2.629 8.027 6.978
O8 -5.474 0.686 4.331
O9 0.129 -4.583 -5.063
O10 -4.030 6.918 8.344
O11 -2.694 -2.499 -4.712
O12 -2.361 -4.988 -7.700
O13 -3.871 -3.085 0.986
O14 4.684 2.645 4.497
O15 -1.314 4.201 2.665
O16 1.356 -0.413 5.028
O17 -6.947 -7.006 -5.985
O18 -1.846 3.688 4.787
O19 7.863 -2.921 -1.579
O20 1.934 -2.677 -9.659
O21 3.028 -3.086 -3.735
O22 -0.780 8.075 5.622
O23 7.272 0.393 -7.013
C1 -2.403 -2.191 -3.574
C2 0.898 -5.051 -7.236
C3 -1.314 -2.897 -2.864
C4 -2.564 6.467 5.277
C5 7.463 3.123 6.648
C6 -3.418 -1.826 2.912
C7 6.513 -3.642 -3.365
C8 1.352 -4.571 -8.390
C9 5.297 -3.687 -3.905
C10 -1.735 4.586 3.734
C11 -2.747 -0.740 -1.629
C12 2.890 0.334 3.404
C13 -4.408 4.881 5.963
C14 0.914 -1.163 2.839
C15 1.157 -2.207 -7.487
C16 -5.546 -1.531 1.563
C17 -5.260 -7.029 -7.624
C18 -6.709 4.009 6.029
C19 2.480 -0.412 1.113
C20 -0.265 2.315 5.958
C21 -3.413 -5.446 -7.306
C22 -4.249 -2.227 1.751
C23 -2.144 6.025 3.925
C24 -4.108 -6.523 -8.055
C25 1.689 -0.417 3.859
C26 -3.486 6.037 6.136
C27 4.380 -2.354 -1.948
C28 3.926 0.959 -8.046
C29 -3.104 -1.092 -2.862
C30 1.517 -3.111 -8.607
C31 6.765 2.710 5.594
C32 5.595 -2.316 -1.406
C33 1.288 -1.159 1.565
C34 5.381 4.224 7.595
C35 -0.737 3.686 5.624
C36 -1.645 -1.439 -0.922
C37 0.537 -4.146 -6.120
C38 -0.964 -2.546 -1.631
C39 6.063 0.312 -7.027
C40 -5.898 -6.540 -6.375
C41 -5.111 -0.181 3.567
C42 3.258 0.338 2.125
C43 -3.455 6.956 7.295
C44 4.136 -3.044 -3.239
C45 6.757 -2.955 -2.070
C46 5.335 -0.525 -6.040
C47 5.253 1.047 -8.031
C48 -5.202 -5.464 -5.629
C49 4.008 -0.612 -6.054
C50 -1.869 7.625 5.910
C51 0.700 -2.689 -6.335
C52 -4.050 -4.954 -6.058
C53 -5.785 5.074 6.583
C54 5.322 3.021 5.460
C55 6.826 3.913 7.733
C56 -5.946 -0.583 2.406
C57 4.684 3.810 6.541
C58 3.199 0.122 -7.059
C59 -3.816 -0.878 3.755
H1 -6.888 -0.061 2.290
H2 4.936 4.801 8.395
H3 -3.896 -0.592 -3.404
H4 -0.161 -3.039 -1.098
H5 1.621 -5.212 -9.219
H6 0.750 -1.683 0.796
H7 -3.962 3.976 6.351
H8 3.456 -1.216 -5.344
H9 -5.784 -7.814 -8.154
H10 5.097 -4.189 -4.844
H11 -1.020 1.842 6.570
H12 -5.685 -5.122 -4.722
H13 -3.625 -6.867 -8.961
H14 -2.933 6.261 3.220
H15 1.289 -1.147 -7.661
H16 0.041 -1.700 3.187
H17 7.210 2.133 4.793
H18 4.125 0.882 1.772
H19 8.517 2.908 6.767
H20 3.630 4.026 6.420
H21 3.437 0.876 4.162
H22 -4.525 4.716 4.899
H23 -0.827 -3.694 -3.416
H24 0.769 -6.110 -7.057
H25 0.667 2.422 6.485
H26 -6.204 6.046 6.322
H27 -3.223 -0.571 4.607
H28 -7.604 3.939 6.626
H29 3.523 -1.889 -1.480
H30 -6.214 3.051 6.116
H31 5.792 -1.818 -0.465
H32 -5.132 5.475 8.371
H33 -1.283 6.613 3.636
H34 -6.931 4.170 4.982
H35 5.945 -1.052 -5.317
H36 -6.137 -1.838 0.709
H37 3.317 1.486 -8.769
H38 0.434 -2.047 -5.505
H39 -2.477 -2.346 3.027
H40 -3.522 -4.166 -5.531
H41 7.373 -4.103 -3.833
H42 -3.226 0.069 -1.093
H43 -0.139 1.766 5.039
H44 5.803 1.650 -8.742

Löwdin population analysis, charges in e, atoms 1 to 4: number 1, O, carries -0.02; number 2, O, carries 0.12; number 3, O, carries 0.08; number 4, O, carries 0.06

=====

> What is the net charge in the second record?

0